[1]
DFT (the ωB97M-V functional and the def2-TZVPD basis) results for C34H41N5O3S2Tc as an isolated structure at a distorted geometry.

Structure (ORCA input):
```
! wB97M-V def2-TZVPD RIJCOSX def2/J DEFGRID3
* xyz 2 4
Tc 0.408 0.298 0.256
C -1.790 2.990 -5.949
C -1.346 2.073 -4.797
C -1.995 0.891 -4.564
C -1.922 0.153 -3.354
C -2.964 -0.746 -3.227
N -3.248 -1.659 -2.344
C -2.666 -2.370 -1.172
C -2.041 -3.692 -1.646
C -0.753 -3.697 -2.461
N 0.430 -3.299 -1.690
C 1.285 -4.030 -1.076
C 2.378 -3.485 -0.256
C 3.280 -4.352 0.426
C 4.005 -3.949 1.569
C 4.816 -4.969 2.370
C 3.900 -2.598 1.982
C 3.019 -1.767 1.266
C 2.931 -0.432 1.811
N 2.006 0.407 1.571
C 2.203 1.784 2.114
C 2.597 2.767 1.052
C 2.752 2.230 -0.378
N 1.470 1.630 -0.886
C 1.118 2.033 -2.028
C -0.050 1.580 -2.756
C -0.397 2.436 -3.843
C -0.900 0.479 -2.438
O -0.813 -0.196 -1.359
C 2.343 -2.094 0.090
O 1.641 -1.219 -0.528
H -1.995 2.429 -6.898
H -1.069 3.854 -6.171
H -2.713 3.515 -5.711
H -2.773 0.550 -5.214
H -3.593 -0.800 -4.009
H -4.053 -2.171 -2.561
H -3.521 -2.718 -0.558
H -1.927 -1.706 -0.593
H -2.875 -4.165 -2.080
H -1.884 -4.279 -0.742
H -0.888 -2.955 -3.177
H -0.518 -4.644 -2.928
H 0.691 -2.293 -1.467
H 1.148 -5.070 -1.274
H 3.488 -5.357 0.200
H 4.865 -5.914 1.792
H 4.334 -5.099 3.318
H 5.796 -4.450 2.563
H 4.436 -2.238 2.786
H 3.766 -0.111 2.321
H 3.053 1.782 2.880
H 1.288 1.948 2.712
H 3.570 3.292 1.245
H 1.914 3.555 1.156
H 3.489 1.460 -0.444
H 3.012 3.011 -1.103
H 1.677 2.695 -2.611
H 0.218 3.351 -3.926
S -1.296 2.416 3.364
C -0.759 3.809 2.440
C -0.593 5.094 2.962
C -0.276 6.131 2.112
C -0.091 5.921 0.724
C -0.228 4.633 0.236
C -0.591 3.580 1.054
S -1.183 1.975 0.572
H -0.770 5.159 4.021
H -0.149 7.120 2.520
H 0.219 6.802 0.045
H -0.109 4.456 -0.885
C -3.341 -0.052 1.477
N -2.635 -0.635 2.604
C -3.292 -0.517 3.924
C -1.356 -1.065 2.439
C -0.636 -1.609 3.684
O -0.878 -1.165 1.276
H -2.740 -0.092 0.556
H -3.673 0.960 1.674
H -4.303 -0.608 1.167
H -4.325 -0.317 3.805
H -2.832 0.200 4.571
H -3.232 -1.451 4.525
H -0.964 -2.653 3.755
H -1.036 -1.080 4.570
H 0.437 -1.680 3.548
*
```

Properties
E_tot = -2696.33566 a.u.



[2]
DFT (the ωB97M-V functional and the def2-TZVPD basis) results for C59H46FGeNOP3RhS as an isolated structure at a distorted geometry.

Structure (ORCA input):
```
! wB97M-V def2-TZVPD RIJCOSX def2/J DEFGRID3
* xyz 2 5
Rh -0.255 -0.122 0.178
F -2.298 1.106 -0.524
Ge -0.450 1.370 -1.846
C 1.543 1.592 -2.282
C 1.902 2.658 -3.092
C 3.221 2.812 -3.485
C 4.187 1.920 -3.045
C 3.837 0.878 -2.211
C 2.509 0.717 -1.815
P 2.015 -0.740 -0.832
C 3.160 -0.803 0.575
C 3.929 0.292 0.950
C 4.793 0.190 2.027
C 4.896 -0.996 2.734
C 4.115 -2.087 2.376
C 3.236 -1.986 1.313
C 2.700 -1.970 -2.012
C 3.659 -2.925 -1.697
C 4.173 -3.744 -2.689
C 3.736 -3.627 -3.998
C 2.786 -2.669 -4.321
C 2.266 -1.853 -3.335
C -0.851 3.257 -1.354
C -1.218 4.287 -2.202
C -1.360 5.573 -1.705
C -1.140 5.831 -0.362
C -0.816 4.802 0.503
C -0.660 3.514 -0.002
P -0.207 2.148 1.116
C 1.427 2.611 1.762
C 2.135 3.680 1.221
C 3.288 4.125 1.842
C 3.740 3.513 3.001
C 3.072 2.407 3.504
C 1.940 1.933 2.868
C -1.356 2.470 2.501
C -2.709 2.615 2.162
C -3.644 2.885 3.138
C -3.253 3.003 4.462
C -1.917 2.860 4.805
C -0.969 2.595 3.835
C -1.675 0.495 -3.165
C -1.995 1.043 -4.397
C -2.956 0.443 -5.197
C -3.602 -0.706 -4.770
C -3.285 -1.265 -3.543
C -2.324 -0.657 -2.739
P -1.938 -1.407 -1.123
C -1.692 -3.136 -1.657
C -0.529 -3.421 -2.365
C -0.342 -4.662 -2.941
C -1.311 -5.643 -2.795
C -2.472 -5.365 -2.089
C -2.671 -4.118 -1.524
C -3.484 -1.448 -0.180
C -4.522 -0.566 -0.446
C -5.617 -0.516 0.398
C -5.699 -1.363 1.496
C -4.675 -2.258 1.760
C -3.552 -2.283 0.945
H 1.151 3.365 -3.417
H 3.499 3.631 -4.129
H 5.213 2.045 -3.359
H 4.590 0.180 -1.873
H 3.866 1.216 0.394
H 5.390 1.041 2.313
H 5.587 -1.071 3.560
H 4.200 -3.013 2.927
H 2.605 -2.822 1.040
H 4.038 -3.022 -0.693
H 4.922 -4.477 -2.431
H 4.131 -4.279 -4.763
H 2.449 -2.552 -5.339
H 1.529 -1.101 -3.599
H -1.404 4.076 -3.246
H -1.645 6.377 -2.367
H -1.243 6.836 0.017
H -0.674 4.998 1.557
H 1.779 4.173 0.329
H 3.827 4.963 1.431
H 4.619 3.888 3.502
H 3.437 1.921 4.397
H 1.451 1.034 3.224
H -3.022 2.509 1.136
H -4.681 3.004 2.870
H -3.984 3.206 5.228
H -1.612 2.953 5.835
H 0.070 2.521 4.125
H -1.496 1.943 -4.725
H -3.213 0.878 -6.150
H -4.358 -1.164 -5.391
H -3.788 -2.162 -3.207
H 0.223 -2.654 -2.472
H 0.562 -4.858 -3.501
H -1.166 -6.619 -3.228
H -3.235 -6.120 -1.977
H -3.595 -3.911 -1.004
H -4.456 0.092 -1.299
H -6.403 0.197 0.209
H -6.558 -1.323 2.144
H -4.736 -2.921 2.611
H -2.745 -2.978 1.147
O 0.441 -1.612 1.688
N -0.027 -1.953 2.853
C 0.659 -2.849 3.587
C 0.244 -3.221 4.842
C -0.923 -2.670 5.372
C -1.638 -1.776 4.610
C -1.190 -1.420 3.332
S -2.073 -0.357 2.330
H 1.551 -3.229 3.116
H 0.829 -3.935 5.396
H -1.268 -2.944 6.356
H -2.550 -1.321 4.961
*
```

Properties
E_tot = -6114.92589 a.u.



[3]
DFT (the ωB97M-V functional and the def2-TZVPD basis) results for a 8-piece molecular cluster, C28H53BF4NO16PS4 overall at a distorted geometry.

Structure (ORCA input):
```
! wB97M-V def2-TZVPD RIJCOSX def2/J DEFGRID3
* xyz -2 1
N -0.630 0.259 -0.124
H 0.041 -0.484 0.049
H -0.036 0.919 -0.621
H -1.042 0.724 0.681
H -1.337 -0.301 -0.629
C -1.453 -1.728 -3.589
C -2.452 -1.610 -2.543
C -3.812 -2.473 -2.699
O -4.805 -2.197 -2.027
C -3.777 -3.553 -3.693
C -2.620 -3.746 -4.461
C -1.455 -2.787 -4.439
O -0.438 -2.964 -5.236
O -2.777 -4.757 -5.290
O -2.341 -0.830 -1.616
H -0.711 -0.941 -3.591
H -4.643 -4.194 -3.754
B -3.364 1.628 1.687
F -3.458 2.867 2.271
F -4.404 0.829 2.109
F -3.426 1.791 0.330
F -2.173 1.071 1.982
C -3.967 3.852 -3.574
C -3.111 3.999 -2.282
C -1.945 3.012 -2.406
S -1.318 3.273 -4.111
O -0.728 2.035 -4.678
O -0.481 4.495 -4.034
C -3.019 3.656 -4.783
H -4.519 4.788 -3.659
H -4.678 3.028 -3.597
H -3.617 3.791 -1.340
H -2.587 4.956 -2.240
H -2.309 1.998 -2.586
H -1.107 3.013 -1.712
H -3.370 2.794 -5.351
H -2.832 4.428 -5.530
C -2.482 -1.405 5.638
C -2.785 -2.881 5.443
C -1.896 -3.398 4.271
S -2.271 -2.095 2.989
O -3.538 -2.469 2.371
O -1.099 -1.759 2.177
C -2.657 -0.768 4.262
H -1.563 -1.127 6.156
H -3.267 -0.974 6.261
H -3.847 -2.897 5.196
H -2.563 -3.372 6.391
H -2.064 -4.379 3.832
H -0.866 -3.166 4.546
H -3.694 -0.459 4.146
H -1.983 0.086 4.227
C 3.828 3.652 -2.835
C 4.213 2.786 -1.656
C 3.533 1.407 -1.765
S 1.942 1.694 -2.707
O 0.861 1.700 -1.746
O 1.906 0.868 -3.901
C 2.321 3.455 -3.152
H 4.352 3.243 -3.702
H 4.116 4.676 -2.600
H 3.783 3.341 -0.818
H 5.277 2.713 -1.433
H 3.349 0.776 -0.896
H 4.217 0.845 -2.402
H 1.817 4.134 -2.465
H 1.965 3.551 -4.176
C 1.016 5.053 3.417
C 0.283 3.904 4.043
C -0.266 3.057 2.887
S 0.952 3.194 1.571
O 0.254 3.790 0.446
O 1.692 1.974 1.461
C 1.952 4.484 2.383
H 1.502 5.772 4.079
H 0.283 5.718 2.954
H -0.600 4.135 4.639
H 0.919 3.228 4.617
H -1.172 3.448 2.424
H -0.493 2.025 3.152
H 2.443 5.173 1.697
H 2.740 4.023 2.981
C 5.705 -3.615 0.660
C 4.565 -3.731 -0.288
O 3.837 -2.529 -0.272
P 2.368 -2.547 0.373
O 1.612 -1.269 0.227
O 1.627 -3.752 -0.392
C 0.934 -3.481 -1.568
C 0.641 -4.769 -2.293
O 2.744 -3.172 1.843
C 1.737 -3.583 2.723
C 2.471 -4.303 3.853
H 6.228 -4.557 0.825
H 6.477 -2.963 0.245
H 5.415 -3.107 1.579
H 4.876 -3.984 -1.304
H 3.881 -4.560 -0.096
H 0.008 -2.925 -1.410
H 1.462 -2.765 -2.203
H 0.270 -4.584 -3.302
H 1.459 -5.487 -2.376
H -0.173 -5.383 -1.903
H 1.206 -2.698 3.074
H 1.059 -4.269 2.213
H 3.152 -5.062 3.469
H 3.000 -3.578 4.473
H 1.729 -4.726 4.533
*
```

Properties
E_tot = -4715.96915 a.u.